1.
The following is a quantum chemistry calculation of C37H46N6O2RbSi3 as an isolated structure at a distorted geometry, from OMol25.

Summary:
E_tot in hartree: -2809.2801
Charge: -1

Each line ends with the Löwdin charge.
Cartesian coordinates (Å):
Rb -0.21 0.60 0.51  0.86
O 1.21 -2.42 3.93  0.04
C 2.39 -1.85 4.24  -0.28
C 3.34 -2.58 4.95  -0.02
C 4.55 -2.02 5.29  -0.11
C 4.84 -0.71 4.93  -0.11
C 3.92 0.02 4.20  -0.04
C 2.69 -0.53 3.85  -0.08
C 1.73 0.23 3.01  -0.49
O 0.59 -0.26 2.75  -0.21
N 2.24 1.33 2.50  0.01
N 1.51 2.17 1.77  -0.10
C 2.10 2.71 0.77  -0.17
C 1.43 3.58 -0.15  -0.30
C 2.14 4.13 -1.24  -0.04
C 1.47 4.87 -2.19  -0.08
C 0.10 5.07 -2.04  -0.07
C -0.51 4.51 -0.92  -0.16
N 0.12 3.80 -0.01  0.11
H 0.72 -1.71 3.40  0.07
H 3.10 -3.60 5.22  0.11
H 5.28 -2.60 5.84  0.09
H 5.79 -0.27 5.19  0.09
H 4.13 1.03 3.89  0.10
H 3.15 2.48 0.55  0.12
H 3.21 3.96 -1.33  0.11
H 2.00 5.29 -3.04  0.10
H -0.46 5.63 -2.76  0.09
H -1.57 4.63 -0.76  0.10
C -3.08 3.20 3.99  -0.05
C -4.36 3.56 3.60  -0.07
C -4.80 3.23 2.33  -0.02
C -3.93 2.54 1.48  -0.22
N -2.69 2.19 1.86  0.11
C -2.29 2.52 3.07  -0.11
C -4.30 2.17 0.11  -0.22
C -5.63 2.01 -0.29  -0.02
C -5.90 1.66 -1.60  -0.07
C -4.84 1.50 -2.48  -0.05
C -3.55 1.69 -1.99  -0.14
N -3.28 2.00 -0.74  0.14
H -2.71 3.44 4.97  0.10
H -5.02 4.09 4.28  0.10
H -5.78 3.53 2.00  0.10
H -1.28 2.20 3.32  0.11
H -6.44 2.13 0.41  0.10
H -6.92 1.51 -1.93  0.10
H -4.99 1.22 -3.51  0.10
H -2.69 1.58 -2.63  0.08
C 3.36 0.58 -2.60  -0.18
Si 2.86 -1.08 -1.75  0.40
C 3.73 -2.44 -2.82  -0.19
C 3.80 -0.98 -0.09  -0.17
C 1.02 -1.35 -1.62  -0.52
Si -0.09 -0.63 -2.94  0.38
C 0.35 -1.17 -4.75  -0.19
C -0.09 1.29 -3.05  -0.19
C -1.93 -1.14 -2.75  -0.18
Si 0.49 -2.95 -0.84  0.46
C 0.29 -4.38 -2.13  -0.18
C 1.62 -3.70 0.50  -0.16
C -1.20 -2.93 0.10  -0.30
C -1.89 -4.11 0.38  -0.07
C -3.03 -4.09 1.15  -0.08
C -3.47 -2.87 1.65  -0.07
C -2.73 -1.74 1.32  -0.16
N -1.64 -1.77 0.57  -0.04
H 4.43 0.73 -2.59  0.02
H 2.90 1.41 -2.09  -0.01
H 3.04 0.61 -3.64  0.01
H 4.79 -2.25 -2.99  0.01
H 3.25 -2.51 -3.79  0.01
H 3.64 -3.40 -2.34  0.00
H 4.85 -0.75 -0.23  0.02
H 3.75 -1.92 0.46  0.00
H 3.38 -0.22 0.55  0.00
H 1.33 -0.81 -5.03  0.01
H -0.37 -0.81 -5.48  0.01
H 0.37 -2.25 -4.81  0.01
H 0.90 1.66 -3.29  0.01
H -0.40 1.76 -2.12  -0.02
H -0.76 1.65 -3.83  0.02
H -2.02 -2.22 -2.77  0.02
H -2.54 -0.75 -3.56  0.02
H -2.34 -0.80 -1.81  0.00
H 1.20 -4.48 -2.70  0.01
H -0.51 -4.16 -2.83  0.01
H 0.08 -5.35 -1.69  0.01
H 2.61 -3.91 0.11  0.01
H 1.22 -4.64 0.89  0.03
H 1.72 -3.03 1.35  0.01
H -1.52 -5.05 -0.01  0.09
H -3.58 -5.00 1.36  0.10
H -4.35 -2.80 2.27  0.09
H -3.03 -0.76 1.68  0.10

2.
The following is a quantum chemistry calculation of a 14-piece molecular cluster, C37H48BFN14O3 overall at a distorted geometry, from OMol25.

Summary:
E_tot in hartree: -2555.2560
Energy above the lowest of the compared OMol25 structures with the same formula, charge and spin in kcal/mol: 114.4
Charge: 0

Each line ends with the Löwdin charge.
Cartesian coordinates (Å):
C -0.63 -4.94 1.05  -0.02
C -1.67 -4.08 0.54  -0.14
C -1.67 -2.53 0.79  -0.03
C -0.38 -1.66 0.86  -0.04
F 0.93 -2.23 0.72  -0.01
C -0.53 -0.12 1.07  0.02
B 0.77 0.89 1.12  -0.38
C 0.72 2.11 0.02  -0.07
O 1.87 0.71 2.03  0.05
C -1.92 0.60 1.23  0.07
C -3.20 -0.26 1.18  -0.03
C -3.01 -1.78 0.97  0.00
C -4.52 -2.28 0.93  -0.32
O -4.80 -3.45 0.58  0.05
N -5.46 -1.19 1.31  0.11
C -4.74 0.11 1.31  -0.33
O -5.18 1.27 1.42  0.07
H -0.79 -5.40 2.10  0.07
H 0.32 -5.23 0.49  0.07
H -2.51 -4.49 -0.10  0.07
H 0.48 1.59 -0.98  0.04
H -0.18 2.78 0.25  0.08
H 1.70 2.69 -0.03  0.03
H 2.69 0.53 1.51  0.10
H -2.00 1.72 1.35  0.09
H -5.77 -1.44 2.27  0.15
C -5.25 -7.06 -0.91  -0.08
C -3.99 -6.80 -0.14  -0.19
N -3.00 -6.59 0.46  0.13
H -5.68 -6.12 -1.25  0.08
H -5.03 -7.68 -1.78  0.08
H -5.97 -7.57 -0.28  0.04
C 1.48 1.31 -4.78  -0.08
C 0.51 1.84 -3.77  -0.26
N -0.26 2.25 -2.98  0.12
H 1.85 0.33 -4.47  0.08
H 1.00 1.22 -5.75  0.08
H 2.33 1.99 -4.87  0.01
C 2.71 5.77 -3.21  -0.09
C 2.44 4.48 -2.49  -0.19
N 2.23 3.46 -1.93  0.13
H 3.33 5.58 -4.09  0.03
H 1.77 6.22 -3.53  0.08
H 3.23 6.46 -2.55  0.08
C -9.02 -9.68 0.13  -0.06
C -8.53 -8.54 -0.71  -0.23
N -8.14 -7.65 -1.37  0.13
H -8.19 -10.10 0.70  0.08
H -9.78 -9.33 0.83  0.08
H -9.44 -10.46 -0.50  0.08
C 6.10 8.45 -4.54  -0.09
C 4.73 7.97 -4.91  -0.21
N 3.65 7.59 -5.20  0.12
H 6.46 7.90 -3.67  0.00
H 6.78 8.30 -5.37  0.07
H 6.06 9.52 -4.29  0.05
C 6.52 4.53 -2.68  -0.07
C 7.20 5.86 -2.55  -0.22
N 7.72 6.91 -2.45  0.12
H 6.15 4.21 -1.70  0.07
H 5.69 4.60 -3.37  0.06
H 7.23 3.79 -3.04  0.05
C -2.68 -8.59 3.43  -0.07
C -3.28 -9.95 3.58  -0.25
N -3.74 -11.03 3.70  0.11
H -1.79 -8.50 4.05  0.08
H -2.41 -8.41 2.39  0.05
H -3.40 -7.83 3.74  0.08
C -3.55 2.15 5.00  -0.08
C -2.63 2.95 4.15  -0.24
N -1.89 3.60 3.47  0.12
H -4.58 2.47 4.84  0.08
H -3.46 1.09 4.75  0.07
H -3.29 2.28 6.06  0.05
C -3.45 -11.20 7.02  -0.08
C -3.44 -10.35 8.25  -0.26
N -3.44 -9.68 9.22  0.10
H -4.25 -11.95 7.09  0.08
H -3.63 -10.58 6.14  0.03
H -2.50 -11.71 6.92  0.08
C -6.09 0.15 7.93  -0.07
C -5.45 1.50 8.03  -0.25
N -4.95 2.56 8.12  0.12
H -6.44 -0.18 8.91  0.08
H -6.94 0.19 7.25  0.08
H -5.37 -0.58 7.55  0.08
C 6.35 0.74 -0.10  -0.06
C 7.32 1.53 -0.93  -0.23
N 8.08 2.14 -1.59  0.13
H 5.34 1.09 -0.28  0.07
H 6.42 -0.32 -0.36  0.08
H 6.59 0.86 0.96  0.08
C 4.62 4.76 -7.43  -0.06
C 4.35 3.46 -6.75  -0.22
N 4.14 2.43 -6.21  0.12
H 5.25 4.60 -8.30  0.08
H 3.68 5.21 -7.75  0.08
H 5.12 5.45 -6.75  0.06
C 8.57 12.43 -4.18  -0.06
C 7.87 11.56 -5.18  -0.23
N 7.33 10.87 -5.97  0.12
H 9.48 11.94 -3.83  0.08
H 8.83 13.38 -4.63  0.08
H 7.91 12.61 -3.32  0.08

3.
The following is a quantum chemistry calculation of C37H48GeN2O3Se2Sn as an isolated structure, from OMol25.

Summary:
E_tot in hartree: -8868.0180
Energy above the lowest of the compared OMol25 structures with the same formula, charge and spin in kcal/mol: 5.6
Charge: 0

Each line ends with the Löwdin charge.
Cartesian coordinates (Å):
Sn 0.17 -1.36 0.21  0.69
C 1.70 1.22 4.35  -0.05
C 0.63 0.21 4.05  -0.20
C 0.86 -1.15 4.28  -0.21
C 2.13 -1.58 4.97  -0.04
C -0.09 -2.10 3.89  -0.21
C 0.22 -3.57 4.02  -0.05
C -1.31 -1.69 3.35  -0.25
C -2.39 -2.70 3.06  -0.05
C -1.55 -0.33 3.13  -0.23
C -2.84 0.11 2.48  -0.05
C -0.59 0.62 3.50  -0.19
C -0.87 2.10 3.36  -0.03
H 1.61 1.61 5.37  0.09
H 1.63 2.06 3.66  0.07
H 2.69 0.79 4.23  0.07
H 2.94 -1.72 4.24  0.08
H 1.99 -2.51 5.52  0.07
H 2.45 -0.83 5.69  0.08
H -0.10 -3.97 4.99  0.09
H 1.28 -3.76 3.92  0.07
H -0.29 -4.14 3.24  0.07
H -2.31 -3.08 2.04  0.08
H -3.38 -2.26 3.18  0.07
H -2.33 -3.54 3.75  0.07
H -3.60 0.36 3.23  0.10
H -3.24 -0.67 1.83  0.06
H -2.68 0.99 1.85  0.05
H -0.39 2.50 2.46  0.06
H -0.49 2.65 4.22  0.08
H -1.94 2.30 3.30  0.07
O 5.31 -2.18 -0.73  -0.09
C 4.15 -2.81 -1.26  -0.26
C 3.43 -3.73 -0.26  -0.58
C 4.39 -4.90 0.10  -0.22
O 5.54 -4.50 0.81  -0.06
C 3.07 -3.04 1.05  -0.49
Se 2.63 -1.10 1.00  0.54
C 2.22 -4.36 -0.94  -0.52
Se 0.89 -3.14 -1.75  0.56
H 5.00 -1.50 -0.12  0.04
H 4.48 -3.41 -2.11  0.13
H 3.45 -2.06 -1.63  0.06
H 4.67 -5.42 -0.84  0.13
H 3.87 -5.62 0.73  0.13
H 5.91 -3.74 0.34  0.07
H 3.92 -3.09 1.73  0.06
H 2.22 -3.55 1.52  0.06
H 1.67 -5.00 -0.25  0.06
H 2.53 -4.96 -1.80  0.06
N 1.88 -0.72 -4.27  0.22
C 0.98 -0.56 -3.29  -0.63
N -0.22 -1.12 -3.37  0.14
O 1.32 0.27 -2.37  -0.10
H 1.79 -1.51 -4.89  0.12
H 2.81 -0.39 -4.08  0.13
H -0.37 -1.85 -4.04  0.11
H -0.78 -1.13 -2.54  0.04
C 0.44 0.58 -1.22  -0.44
Ge -0.99 1.91 -1.74  1.04
C -0.46 3.78 -1.39  -0.27
C -0.38 4.70 -2.44  -0.10
C -0.10 6.04 -2.19  -0.08
C 0.11 6.48 -0.89  -0.09
C 0.02 5.58 0.16  -0.08
C -0.25 4.24 -0.09  -0.12
C -2.72 1.60 -0.87  -0.29
C -3.37 0.37 -0.94  -0.14
C -4.70 0.24 -0.55  -0.09
C -5.39 1.34 -0.07  -0.08
C -4.75 2.56 0.05  -0.08
C -3.43 2.69 -0.36  -0.10
C -1.38 1.85 -3.68  -0.28
C -2.65 1.51 -4.15  -0.10
C -2.92 1.49 -5.51  -0.08
C -1.93 1.80 -6.43  -0.09
C -0.66 2.14 -5.98  -0.09
C -0.39 2.17 -4.62  -0.14
H 1.11 1.17 -0.60  0.02
H -0.55 4.37 -3.45  0.08
H -0.05 6.73 -3.02  0.10
H 0.34 7.52 -0.70  0.10
H 0.17 5.91 1.18  0.10
H -0.32 3.54 0.73  0.08
H -2.84 -0.50 -1.32  0.09
H -5.20 -0.72 -0.64  0.11
H -6.43 1.25 0.22  0.10
H -5.28 3.42 0.44  0.10
H -2.93 3.65 -0.29  0.09
H -3.43 1.26 -3.44  0.09
H -3.92 1.23 -5.85  0.10
H -2.14 1.78 -7.49  0.10
H 0.11 2.40 -6.69  0.10
H 0.60 2.43 -4.28  0.11

4.
The following is a quantum chemistry calculation of C37H48MnNO2S2Si as an isolated structure at a distorted geometry, from OMol25.

Summary:
Multiplicity: 5
⟨S²⟩: 6.403
E_tot in hartree: -3880.2718
Energy above the lowest of the compared OMol25 structures with the same formula, charge and spin in kcal/mol: 30.3
Charge: +2

Each line ends with the Löwdin spin population.
Cartesian coordinates (Å):
Mn 0.47 0.45 0.74  4.25
C -1.24 1.51 0.62  -0.34
Si -2.80 0.40 0.84  -0.02
C -2.06 -0.67 2.24  0.01
N -0.61 -0.96 2.11  -0.02
C -0.37 -2.23 1.33  0.01
C 0.68 -3.14 1.96  0.00
C 0.25 -3.56 3.37  0.00
C -0.36 -2.38 4.14  0.00
C 0.00 -1.06 3.47  0.00
C -3.44 -0.47 -0.70  0.00
C -4.03 0.32 -1.69  0.00
C -4.76 -0.25 -2.72  0.00
C -4.91 -1.64 -2.78  0.00
C -4.32 -2.44 -1.82  0.00
C -3.60 -1.86 -0.78  0.00
C -4.29 1.24 1.62  -0.02
C -4.14 2.01 2.78  0.00
C -5.25 2.51 3.44  0.00
C -6.53 2.25 2.95  0.00
C -6.68 1.50 1.80  0.00
C -5.57 1.00 1.13  0.00
H -1.12 2.10 1.53  -0.01
H -1.28 2.19 -0.24  -0.01
H -2.64 -1.58 2.41  0.00
H -2.20 -0.06 3.13  0.00
H -0.08 -1.98 0.29  0.00
H -1.30 -2.79 1.26  0.00
H 1.65 -2.65 2.00  0.00
H 0.80 -4.02 1.32  0.00
H 1.12 -3.96 3.90  0.00
H -0.48 -4.37 3.30  0.00
H -0.01 -2.35 5.17  0.00
H -1.45 -2.47 4.18  0.00
H 1.08 -0.97 3.39  0.00
H -0.35 -0.21 4.06  0.00
H -3.95 1.40 -1.63  0.00
H -5.23 0.37 -3.47  0.00
H -5.49 -2.08 -3.58  0.00
H -4.43 -3.51 -1.86  0.00
H -3.18 -2.50 -0.01  0.00
H -3.15 2.23 3.17  0.00
H -5.13 3.10 4.34  0.00
H -7.39 2.63 3.47  0.00
H -7.68 1.29 1.41  0.00
H -5.71 0.41 0.23  0.00
C 5.65 0.76 4.44  0.00
C 5.06 0.70 3.03  0.00
C 3.67 0.09 3.09  0.01
S 2.76 -0.07 1.52  0.03
O 2.27 1.33 1.19  0.07
C 4.02 -0.53 0.29  0.00
C 4.74 0.65 -0.35  0.00
C 5.72 0.14 -1.41  0.00
H 6.66 1.17 4.40  0.00
H 5.72 -0.24 4.87  0.00
H 5.05 1.39 5.09  0.00
H 5.71 0.11 2.39  0.00
H 4.99 1.72 2.63  0.00
H 3.00 0.71 3.69  0.00
H 3.69 -0.92 3.52  0.00
H 3.45 -1.09 -0.47  0.00
H 4.70 -1.23 0.79  0.00
H 5.28 1.22 0.40  0.00
H 4.01 1.32 -0.80  0.00
H 6.48 -0.50 -0.95  0.00
H 6.23 0.98 -1.87  0.00
H 5.21 -0.42 -2.19  0.00
O 0.47 0.09 -1.30  0.03
S -0.37 0.36 -2.56  0.01
C 0.40 -0.69 -3.78  0.00
C 1.77 -0.67 -4.02  0.00
C 2.29 -1.55 -4.94  0.00
C 1.47 -2.46 -5.60  0.00
C 0.10 -2.47 -5.34  0.00
C -0.44 -1.59 -4.42  0.00
C 0.15 1.99 -3.08  0.00
C -0.76 2.75 -3.80  0.00
C -0.42 4.05 -4.14  0.00
C 0.80 4.58 -3.76  0.00
C 1.70 3.81 -3.03  0.00
C 1.38 2.51 -2.68  0.00
H 2.41 0.04 -3.52  0.00
H 3.36 -1.54 -5.15  0.00
H 1.89 -3.15 -6.32  0.00
H -0.54 -3.17 -5.85  0.00
H -1.50 -1.59 -4.21  0.00
H -1.71 2.33 -4.09  0.00
H -1.12 4.66 -4.69  0.00
H 1.06 5.59 -4.02  0.00
H 2.65 4.22 -2.72  0.00
H 2.05 1.90 -2.08  0.00

5.
The following is a quantum chemistry calculation of C37H48N5O5SScSi as an isolated structure, from OMol25.

Summary:
E_tot in hartree: -3537.3770
Energy above the lowest of the compared OMol25 structures with the same formula, charge and spin in kcal/mol: 28.3
Charge: 0

Each line ends with the Löwdin charge.
Cartesian coordinates (Å):
Sc 0.75 -0.91 0.19  1.01
C -1.56 0.84 2.29  -0.15
C -1.73 -0.68 2.25  -0.17
N -1.32 -1.30 0.97  -0.12
C -2.20 -0.96 -0.19  -0.18
C -1.66 -1.60 -1.46  -0.15
N -0.29 -1.13 -1.81  -0.10
C -0.17 -0.12 -2.89  -0.15
C 0.76 1.05 -2.59  -0.16
C 2.21 0.70 -2.28  -0.16
N 2.44 0.16 -0.91  -0.10
C 2.81 1.19 0.10  -0.17
C 1.61 2.02 0.55  -0.16
N 0.40 1.21 0.82  -0.13
C -0.12 1.35 2.20  -0.18
H -1.98 1.17 3.24  0.12
H -2.15 1.31 1.50  0.10
H -2.77 -0.94 2.46  0.12
H -1.11 -1.14 3.03  0.13
H -1.35 -2.31 1.09  0.12
H -2.20 0.12 -0.32  0.07
H -3.22 -1.31 0.00  0.13
H -2.35 -1.38 -2.28  0.13
H -1.61 -2.68 -1.36  0.12
H 0.16 -1.98 -2.14  0.06
H -1.16 0.29 -3.08  0.09
H 0.15 -0.64 -3.80  0.13
H 0.31 1.64 -1.80  0.07
H 0.75 1.69 -3.48  0.13
H 2.58 -0.06 -2.98  0.11
H 2.84 1.59 -2.41  0.12
H 3.23 -0.48 -0.97  0.09
H 3.59 1.85 -0.29  0.13
H 3.20 0.65 0.97  0.11
H 1.36 2.78 -0.20  0.11
H 1.91 2.56 1.46  0.13
H -0.37 1.58 0.19  0.05
H -0.12 2.41 2.48  0.13
H 0.53 0.82 2.89  0.12
C 6.53 -1.35 -3.27  -0.04
C 5.30 -2.02 -2.73  -0.27
C 5.17 -2.29 -1.36  -0.04
C 4.03 -2.90 -0.86  -0.06
C 2.99 -3.24 -1.72  -0.28
C 3.11 -2.99 -3.08  -0.05
C 4.26 -2.39 -3.57  -0.04
S 1.52 -3.98 -1.06  0.58
O 0.54 -3.86 -2.12  -0.33
O 1.87 -5.30 -0.60  -0.28
N 1.09 -3.04 0.16  -0.28
C 1.50 -3.50 1.50  -0.17
C 1.99 -2.35 2.38  -0.59
O 2.44 -2.53 3.48  0.09
O 1.84 -1.15 1.81  -0.15
H 7.32 -1.31 -2.53  0.08
H 6.31 -0.33 -3.58  0.08
H 6.91 -1.89 -4.14  0.08
H 5.98 -2.03 -0.69  0.12
H 3.95 -3.10 0.20  0.12
H 2.30 -3.27 -3.74  0.12
H 4.34 -2.20 -4.63  0.12
H 2.28 -4.26 1.46  0.11
H 0.67 -3.97 2.03  0.13
O -1.58 2.01 -0.74  -0.36
Si -2.25 3.29 -1.43  0.44
C -4.11 3.36 -1.16  -0.22
C -4.79 2.22 -0.71  -0.09
C -6.18 2.21 -0.58  -0.09
C -6.91 3.35 -0.90  -0.10
C -6.25 4.49 -1.34  -0.09
C -4.87 4.49 -1.48  -0.10
C -1.46 4.86 -0.75  -0.21
C -0.12 5.14 -1.02  -0.13
C 0.55 6.20 -0.42  -0.09
C -0.12 7.02 0.48  -0.10
C -1.45 6.75 0.78  -0.09
C -2.11 5.69 0.18  -0.09
C -2.03 3.27 -3.31  -0.21
C -1.35 4.22 -4.07  -0.09
C -1.22 4.11 -5.45  -0.09
C -1.79 3.03 -6.11  -0.10
C -2.50 2.08 -5.39  -0.09
C -2.62 2.21 -4.02  -0.12
H -4.23 1.34 -0.45  0.08
H -6.68 1.32 -0.24  0.10
H -7.99 3.34 -0.80  0.10
H -6.82 5.37 -1.59  0.10
H -4.38 5.38 -1.84  0.11
H 0.43 4.50 -1.71  0.09
H 1.59 6.39 -0.66  0.10
H 0.39 7.85 0.95  0.10
H -1.98 7.38 1.49  0.10
H -3.14 5.50 0.43  0.09
H -0.91 5.08 -3.58  0.09
H -0.69 4.87 -6.01  0.10
H -1.70 2.94 -7.19  0.10
H -2.96 1.25 -5.90  0.10
H -3.20 1.46 -3.47  0.10